No. 1
C8H8ClNO2 as an isolated structure at a distorted geometry, computed with ωB97M-V/def2-TZVPD.

Geometry as ORCA input:
```
! RIJCOSX wB97M-V def2-TZVPD def2/J DEFGRID3
* xyz 0 1
Cl -1.566 -2.588 -0.635
O 0.715 -1.927 0.370
O -0.765 0.451 1.599
N -1.152 -0.881 1.329
C -0.266 1.087 0.451
C 0.946 -2.736 1.522
C 0.371 2.003 -2.100
C -0.516 -1.447 0.223
C -0.151 0.309 -0.671
C 0.107 0.681 -1.976
C -0.095 2.473 0.277
C 0.354 2.903 -0.973
H 0.573 -3.872 1.389
H -2.162 -0.907 1.177
H 0.411 -2.165 2.235
H 0.163 0.089 -2.845
H 0.603 3.954 -1.247
H -0.148 3.015 1.182
H 0.486 2.275 -3.114
H 2.092 -2.718 1.806
*
```

* DFT total energy: -26528.6293 eV
* largest force on an atom: 5.14 eV/A



No. 2
C21H21CrN4O5S2Se as an isolated structure, computed with ωB97M-V/def2-TZVPD.

Geometry as ORCA input:
```
! RIJCOSX wB97M-V def2-TZVPD def2/J DEFGRID3
* xyz 0 2
Se -0.228 -0.424 -4.009
Cr 1.089 1.235 -2.300
S 3.253 0.447 -2.491
S -0.028 0.089 0.341
O 0.846 1.194 -0.267
O 0.501 1.114 -4.128
O 0.179 -0.505 -2.349
O -1.825 -0.309 -4.150
O 0.514 -1.544 -4.870
N 3.429 3.134 -1.990
N 5.371 1.983 -2.136
N -0.478 2.616 -2.166
N 2.078 3.007 -2.054
C -0.029 0.603 2.071
C 4.026 1.983 -2.182
C -2.335 4.633 -1.868
C 0.150 -0.913 4.055
C -1.619 -2.419 4.664
C 0.189 -2.620 0.648
C -0.983 4.912 -1.755
C -1.580 -4.093 -0.057
C -0.357 -1.894 4.895
C -2.738 3.337 -2.146
C -0.350 -4.574 1.949
C -0.604 -0.439 2.989
C -0.076 3.874 -1.914
C -1.353 -4.902 1.048
C -0.811 -2.957 -0.261
C 1.365 4.052 -1.848
C -1.878 -0.958 2.773
C 0.417 -3.436 1.749
C 1.021 -1.385 0.431
C -2.379 -1.949 3.600
C -1.777 2.351 -2.296
H -2.475 -0.600 1.942
H -0.611 1.527 2.069
H -3.782 3.083 -2.262
H 0.238 -2.253 5.724
H 1.826 5.012 -1.642
H -2.040 1.332 -2.554
H -0.163 -5.203 2.810
H -1.952 -5.790 1.203
H -3.066 5.423 -1.751
H 5.852 2.862 -2.057
H -0.626 5.912 -1.556
H -0.973 -2.336 -1.135
H -3.362 -2.359 3.413
H 1.142 -0.512 4.229
H 1.194 -3.178 2.458
H 1.506 -1.387 -0.546
H 1.005 0.848 2.315
H 1.767 -1.232 1.211
H 5.880 1.154 -2.383
H -2.349 -4.351 -0.772
H -2.011 -3.193 5.310
*
```

* DFT total energy: -153752.3655 eV
* largest force on an atom: 0.25 eV/A



No. 3
C34H28Br2ClN4O3Zr as an isolated structure, computed with ωB97M-V/def2-TZVPD.

Geometry as ORCA input:
```
! RIJCOSX wB97M-V def2-TZVPD def2/J DEFGRID3
* xyz 1 1
Zr -0.367 -0.425 -0.025
Br 0.531 4.016 -2.476
Br 5.277 4.233 0.569
Cl 6.678 -1.120 -2.903
O 1.115 -4.248 -0.881
O 0.584 -2.174 -0.302
O 0.248 1.293 -0.958
N -2.472 -1.621 0.051
N -1.038 -0.877 -2.326
N 1.766 0.261 0.828
N -2.084 1.184 0.767
C 2.697 -2.550 -1.373
C 4.205 1.367 1.608
C -4.666 3.620 -0.343
C -0.715 -0.718 2.202
C -2.601 2.097 -1.422
C 4.994 -3.002 -1.950
C -1.682 0.114 4.276
C -2.300 1.169 2.079
C 1.309 2.025 -0.635
C 3.685 3.331 0.111
C 2.834 3.893 -0.794
C -0.146 -1.756 2.944
C -4.060 2.795 1.905
C -0.312 -1.854 4.319
C -3.869 2.821 0.506
C 1.403 -3.079 -0.841
C 2.180 1.460 0.332
C -1.060 -0.897 4.989
C 2.561 -0.372 1.665
C -4.443 3.640 -1.689
C -2.568 -2.940 -0.625
C 2.867 -1.229 -1.767
C 1.643 3.235 -1.179
C -3.387 2.879 -2.224
C 5.146 -1.674 -2.326
C 3.765 -3.436 -1.485
C 3.796 0.146 2.074
C -3.281 1.999 2.678
C 4.086 -0.783 -2.251
C 3.387 2.073 0.703
C -2.636 -2.777 -2.134
C -1.362 -2.258 -2.776
C -1.534 0.190 2.888
C -2.838 2.022 -0.031
H -2.857 -3.750 -2.575
H -1.180 -0.949 6.063
H 4.407 -0.425 2.758
H 0.433 -2.524 2.439
H 5.150 1.792 1.918
H -1.734 1.611 -1.837
H 0.140 -2.671 4.867
H -1.468 -2.275 -3.862
H -4.832 3.414 2.347
H -1.790 -0.259 -2.625
H 3.618 -4.468 -1.198
H -2.281 0.829 4.822
H -3.454 -3.472 -0.277
H -3.227 -1.019 -0.273
H -5.455 4.217 0.099
H -3.480 -2.127 -2.398
H -3.174 2.935 -3.284
H 4.218 0.243 -2.567
H 2.217 -1.328 2.035
H -2.621 -1.737 1.050
H -1.689 -3.524 -0.347
H 2.053 -0.515 -1.715
H -5.053 4.251 -2.339
H -3.427 1.973 3.745
H -0.221 -0.550 -2.841
H -0.527 -2.905 -2.514
H 5.831 -3.681 -2.026
H 3.069 4.848 -1.242
*
```

* DFT total energy: -201705.0066 eV
* largest force on an atom: 0.54 eV/A



No. 4
A 2-piece molecular cluster, C2H3NO2S overall at a distorted geometry, computed with ωB97M-V/def2-TZVPD.

Geometry as ORCA input:
```
! RIJCOSX wB97M-V def2-TZVPD def2/J DEFGRID3
* xyz 0 1
S 3.230 0.168 0.053
O 1.896 -1.406 1.745
O -1.473 0.832 -0.361
N -0.305 0.918 0.306
C -1.785 -0.281 -0.967
C 2.514 -0.739 1.043
H -2.739 -0.285 -1.357
H -1.099 -1.116 -1.010
H -0.239 1.910 0.549
*
```

* DFT total energy: -18538.8198 eV
* largest force on an atom: 2.19 eV/A



No. 5
C28H35N4O3RhSSi2 as an isolated structure at a distorted geometry, computed with ωB97M-V/def2-TZVPD.

Geometry as ORCA input:
```
! RIJCOSX wB97M-V def2-TZVPD def2/J DEFGRID3
* xyz 0 1
Rh -0.014 0.019 0.211
S 1.639 -0.931 -2.496
Si 2.090 0.399 1.185
Si -1.672 1.205 1.448
O 3.007 -1.327 -2.260
O 0.092 1.892 -0.918
O 1.409 0.478 -2.670
N 0.828 3.761 0.138
N 0.654 -1.459 -1.306
N -0.140 -1.732 1.211
N 0.168 3.793 -2.087
C -0.373 -1.757 -4.113
C 0.993 -5.184 0.493
C -0.564 2.825 3.524
C 0.806 -2.686 -0.753
C 1.000 -1.752 -3.954
C 3.069 -0.967 2.129
C -0.142 1.929 2.548
C 0.023 5.222 -2.199
C 0.446 -4.107 1.215
C 1.262 -3.049 -5.937
C -0.928 -2.417 -5.191
C 1.826 -2.392 -4.856
C 1.674 3.178 4.290
C 0.322 3.447 4.386
C -2.559 2.808 0.760
C 2.114 2.278 3.336
C -0.502 -1.876 2.525
C -0.737 -3.811 -7.258
C -2.924 0.709 2.861
C -0.115 -3.074 -6.113
C 0.360 -2.839 0.579
C -0.481 -3.072 3.182
C 0.361 3.091 -0.941
C 1.454 -5.012 -0.814
C 1.368 -3.794 -1.438
C 1.236 1.649 2.456
C 3.458 1.327 0.197
C -0.010 -4.229 2.538
H 0.011 -4.345 -7.837
H 0.092 5.497 -3.248
H 1.725 -3.652 -2.445
H 3.445 -1.691 1.413
H -1.467 -4.527 -6.888
H -0.977 -1.263 -3.367
H 1.063 -6.155 0.964
H -0.831 -0.984 3.027
H 3.836 0.653 -0.566
H -0.945 5.562 -1.813
H 2.459 -1.495 2.852
H -1.254 -3.118 -7.919
H 3.090 2.211 -0.311
H -1.999 -2.439 -5.317
H 1.079 4.732 0.098
H -2.585 3.590 1.515
H -3.626 -0.055 2.546
H 1.893 -5.851 -1.336
H 3.168 2.050 3.277
H -1.615 3.050 3.618
H 1.063 3.233 0.966
H 4.285 1.613 0.840
H -0.176 3.231 -2.850
H -2.406 0.330 3.736
H -0.837 -3.120 4.199
H 2.891 -2.384 -4.682
H -0.048 4.129 5.137
H 2.379 3.653 4.957
H -3.586 2.573 0.491
H 0.814 5.740 -1.658
H -3.503 1.573 3.172
H -2.070 3.210 -0.121
H 3.919 -0.535 2.646
H 1.904 -3.555 -6.643
H 0.008 -5.188 3.026
*
```

* DFT total energy: -71307.3905 eV
* largest force on an atom: 2.88 eV/A



No. 6
A 3-piece molecular cluster, C18H41N3O8P3 overall at a distorted geometry, computed with ωB97M-V/def2-TZVPD.

Geometry as ORCA input:
```
! RIJCOSX wB97M-V def2-TZVPD def2/J DEFGRID3
* xyz 1 1
P 2.934 -0.062 3.174
P -0.188 1.798 6.320
P 2.838 -0.037 5.389
O 4.466 0.403 2.605
O -0.009 1.672 -2.784
O -0.413 3.116 -7.083
O 0.829 2.233 7.662
O 1.864 -2.352 -1.623
O -2.468 -3.753 -1.691
O 1.836 0.826 2.550
O 2.533 -1.692 2.740
N -0.093 -3.201 5.907
N -0.593 -2.560 0.296
N -0.438 4.271 -4.178
C 0.593 -1.706 0.404
C 0.548 2.718 4.846
C 1.389 1.804 -2.573
C -1.462 3.873 -6.490
C -0.100 1.910 -6.405
C -0.757 2.767 -2.252
C 1.196 -0.907 5.743
C -2.858 -2.888 -0.624
C -0.082 -0.089 6.116
C -1.739 -1.890 -0.323
C -1.399 -0.929 6.340
C -1.429 3.543 -3.385
C 1.267 -1.277 -0.907
C 1.141 -2.464 5.649
C -0.985 4.852 -5.406
C -1.321 -2.480 6.220
C 0.989 -3.022 -2.518
C -2.332 -5.106 -1.283
H -3.148 -3.444 0.275
H 5.070 -0.374 2.699
H 1.696 2.606 4.747
H 2.061 -3.089 5.407
H -3.259 -5.471 -0.831
H 0.340 -0.813 0.988
H -2.145 4.254 -2.960
H 2.091 -0.606 -0.640
H 0.379 3.844 5.054
H 1.326 -2.264 0.990
H 0.692 2.080 -5.673
H 1.612 1.923 -1.509
H 0.020 2.500 3.850
H -2.357 -0.367 6.594
H -3.738 -2.335 -0.968
H -1.501 -5.218 -0.580
H 0.314 3.637 -4.429
H 0.513 -3.869 -2.020
H 1.579 -1.752 3.014
H -0.352 -3.377 -0.254
H 0.285 1.200 -7.141
H -2.117 -1.118 0.356
H -0.193 5.471 -5.839
H -2.291 -3.061 6.419
H 1.788 2.652 -3.138
H 0.233 -2.355 -2.941
H -1.887 4.475 -7.301
H -0.145 -4.234 5.876
H -0.141 3.425 -1.630
H -1.535 2.339 -1.610
H 1.589 -3.423 -3.338
H -0.975 1.463 -5.922
H -1.978 2.825 -4.003
H 0.602 -0.692 -1.552
H 3.841 -0.902 5.936
H 1.750 2.173 7.294
H 1.873 0.894 -2.931
H -2.273 3.222 -6.145
H -2.117 -5.706 -2.169
H -1.453 -1.413 -1.265
H -1.806 5.530 -5.146
*
```

* DFT total energy: -68035.6345 eV
* largest force on an atom: 4.96 eV/A



Q: Among the records above, which one has the lowest DFT total energy?
A: C34H28Br2ClN4O3Zr